Density functional theory data (the ωB97M-V functional and the def2-TZVPD basis) for CH3Br2ClOSi as an isolated structure.

```
9
Properties=species:S:1:pos:R:3
Br 0.44 -3.00 -0.64
Br 1.26 -1.05 3.09
Cl -1.99 -1.04 1.15
Si -0.17 -1.18 0.36
O 0.29 -0.06 -0.66
C 0.08 1.32 -0.79
H -0.74 1.66 -0.15
H -0.16 1.52 -1.83
H 1.00 1.84 -0.52
```

ΔE to the lowest compared entry with this formula, charge and spin ... 2.190 eV
Spin multiplicity ... 1

These are the natural (NBO) partial charges, in e, on atoms 1 to 6: atom 1 (Br): -0.214, atom 2 (Br): -0.547, atom 3 (Cl): -0.311, atom 4 (Si): 1.648, atom 5 (O): -0.924, atom 6 (C): -0.237



Density functional theory data (the ωB97M-V functional and the def2-TZVPD basis) for C10H15BF3I2LuN9O4 as an isolated structure.

```
45
Properties=species:S:1:pos:R:3
Lu 0.55 0.08 -0.18
I 2.99 2.67 -0.11
I 0.64 2.02 -2.64
F 5.22 -0.86 0.56
F 4.11 -2.25 1.77
F 4.30 -2.58 -0.35
O -0.20 -1.64 0.93
O 2.58 -0.53 -0.85
O 2.22 -0.38 1.30
O -0.66 -1.85 3.00
N -0.13 2.14 3.09
N -0.39 -1.18 2.07
N -0.26 0.14 2.07
N -1.81 0.67 -0.32
N -2.57 0.18 -1.33
N 0.16 2.67 1.82
N -1.05 -1.52 -2.48
N -0.52 0.29 4.43
N 0.17 -1.38 -1.91
C 4.15 -1.65 0.59
C 2.89 -0.80 0.33
C -3.98 0.90 0.21
C 0.80 -2.55 -2.07
C -3.86 0.31 -1.03
C 2.42 3.07 -2.11
C -0.01 -3.45 -2.74
C -1.18 -2.75 -2.98
C -2.67 1.10 0.61
C -0.31 0.81 3.23
B -2.00 -0.32 -2.69
H -4.88 1.14 0.74
H 3.23 2.74 -2.76
H 1.81 -2.68 -1.73
H -0.52 0.86 5.25
H 2.24 4.14 -2.21
H 0.22 -4.46 -3.02
H -1.38 0.60 -3.20
H -2.07 -3.03 -3.50
H -2.33 1.54 1.53
H -2.92 -0.66 -3.37
H 1.05 3.16 1.84
H -0.68 -0.71 4.51
H -0.15 2.73 3.91
H -4.61 -0.03 -1.73
H -0.59 3.30 1.52
```

ΔE to the lowest compared entry with this formula, charge and spin ... 0.112 eV
Charge ... +1
Spin multiplicity ... 1

These are the natural (NBO) partial charges, in e, on atoms 1 to 6: atom 1 (Lu): 1.691, atom 2 (I): 0.236, atom 3 (I): 0.376, atom 4 (F): -0.305, atom 5 (F): -0.298, atom 6 (F): -0.299



Density functional theory data (the ωB97M-V functional and the def2-TZVPD basis) for C39H41BrF5N7O5PRbS2Se as an isolated structure.

```
103
Properties=species:S:1:pos:R:3
Rb -0.09 0.39 0.45
Br 7.79 1.04 2.25
Se 0.97 -2.26 -2.61
S -3.31 0.97 1.33
S -0.94 2.07 3.47
P -1.39 2.59 -1.46
F -3.00 -2.47 -6.04
F -0.85 -1.34 -4.98
F -2.71 -6.00 -2.95
F -3.96 -4.82 -5.06
F -0.56 -4.89 -1.86
O -1.88 1.17 -2.10
O 2.52 0.71 -0.59
O -2.03 3.60 -2.61
O 2.54 1.20 1.98
O 0.15 2.47 -1.94
N 0.32 -2.50 4.37
N 3.69 0.20 -2.76
N -0.88 -1.71 2.55
N -2.00 -2.89 4.25
N -7.43 0.08 5.80
N 5.89 0.26 -2.98
N -4.56 1.54 8.38
C 3.74 1.05 1.39
C -4.37 1.43 7.25
C 0.53 2.17 -3.30
C 6.13 0.94 1.32
C 0.78 -3.87 4.51
C 1.23 3.36 -3.91
C -1.55 5.93 -2.13
C -2.13 -3.00 5.69
C -3.30 0.87 -2.09
C -2.87 1.67 5.32
C -2.38 -3.06 -5.00
C -0.88 -2.34 3.65
C -2.59 4.83 -2.14
C -3.55 1.11 3.05
C 4.90 0.62 -0.69
C 5.17 -0.49 -6.54
C -4.11 1.30 5.83
C 3.78 -0.56 -6.39
C -2.88 -4.25 -4.51
C 5.39 -0.01 -4.24
C -2.53 1.60 3.96
C 3.17 -0.35 -5.16
C 4.95 1.13 2.05
C -3.24 -2.87 3.51
C 3.71 0.78 0.00
C -0.57 -3.05 -3.35
C 6.13 0.69 -0.02
C 6.01 -0.22 -5.47
C 4.00 -0.06 -4.08
C -4.79 0.73 3.60
C -3.46 -0.63 -2.05
C 1.37 -1.58 3.96
C -1.12 -4.25 -2.89
C -2.24 -4.84 -3.44
C 4.82 0.36 -2.13
C -1.26 -2.49 -4.44
C 2.52 1.75 3.31
C -6.39 0.41 5.43
C -5.09 0.82 4.95
H -1.13 6.08 -3.13
H 2.65 0.55 -1.55
H -2.98 -1.03 -1.15
H 1.18 1.30 -3.26
H 6.85 0.34 -2.72
H -4.52 -0.89 -2.00
H -2.96 -2.39 6.05
H 0.95 -0.58 3.88
H -3.71 -1.87 3.51
H -2.12 2.03 6.01
H 7.08 -0.18 -5.60
H -3.73 1.29 -3.00
H 1.22 -4.25 3.57
H -1.22 -2.65 6.17
H -5.54 0.36 2.92
H 2.16 -1.59 4.72
H 2.10 -0.44 -5.02
H -1.80 -1.51 2.19
H -2.31 -4.04 6.00
H 3.08 2.68 3.34
H 2.10 3.63 -3.31
H 5.60 -0.66 -7.52
H -3.78 1.33 -1.23
H -0.05 -4.52 4.78
H 1.57 3.12 -4.92
H -0.74 5.68 -1.45
H 1.54 -3.93 5.29
H -3.41 5.07 -2.82
H 3.16 -0.79 -7.25
H -2.00 6.87 -1.80
H -3.01 4.70 -1.14
H 1.47 1.92 3.55
H -3.01 -1.10 -2.92
H -3.93 -3.58 3.96
H 2.94 1.04 4.02
H 4.99 1.32 3.11
H 7.06 0.54 -0.54
H 1.81 -1.85 2.99
H -0.36 1.89 -3.88
H -3.07 -3.17 2.47
H 0.55 4.22 -3.95
```

ΔE to the lowest compared entry with this formula, charge and spin ... 0.813 eV
Charge ... -2
Spin multiplicity ... 1

These are the Mulliken partial charges, in e, on atoms 1 to 6: atom 1 (Rb): 0.594, atom 2 (Br): -0.273, atom 3 (Se): -0.457, atom 4 (S): -0.198, atom 5 (S): -0.449, atom 6 (P): -0.263



Density functional theory data (the ωB97M-V functional and the def2-TZVPD basis) for C30H42CsN10S as an isolated structure.

```
84
Properties=species:S:1:pos:R:3
Cs 1.71 -0.95 -0.82
S 3.11 -1.19 1.89
N 4.34 -1.28 4.32
N -0.26 -2.99 -3.18
N 1.10 -0.33 -4.35
N 2.40 1.69 -1.44
N 3.87 0.73 3.60
N -3.40 0.27 -3.79
N 1.27 2.40 -1.22
N -0.99 -2.37 1.03
N -0.23 -2.88 0.04
N -0.52 0.39 0.16
C -0.21 3.15 2.63
C 4.69 0.97 4.78
C -0.31 -0.12 -4.64
C 4.19 -2.71 4.52
C -4.46 -1.09 0.86
C 2.82 2.06 -2.63
C 1.13 5.31 2.72
C 0.50 -3.83 0.63
C -1.01 -1.45 -4.94
C -0.59 1.99 2.01
C -2.93 0.75 0.44
C -0.94 0.62 -3.44
C 3.80 -0.59 3.31
C -2.19 0.01 -2.87
C -0.76 -2.98 2.21
C 0.67 4.06 2.02
C -4.21 0.27 0.62
C -5.85 -1.63 1.05
C -2.05 -1.42 0.78
C -1.78 -0.07 0.47
C 0.21 -3.94 1.99
C 1.98 3.04 -3.21
C 1.12 3.71 0.76
C -1.43 -2.31 -3.74
C -3.34 -1.91 0.95
C -2.07 -1.48 -2.61
C 1.01 3.24 -2.25
C 0.72 2.55 0.12
C 4.64 -0.41 5.45
C -0.16 1.61 0.71
H -6.24 -2.08 0.14
H 3.84 -0.47 6.19
H -3.30 -0.17 -4.70
H -1.28 -2.67 3.09
H 0.65 -4.59 2.72
H 0.38 5.65 3.43
H -0.45 0.51 -5.53
H 1.31 6.12 2.02
H 4.05 -3.19 3.55
H -3.45 -2.96 1.17
H 5.72 1.24 4.50
H 0.08 -3.72 -3.79
H -1.44 -1.54 -1.73
H -1.25 1.31 2.53
H 1.57 -0.80 -5.12
H 2.05 5.15 3.28
H -3.04 -1.90 -2.30
H -0.48 -3.39 -2.27
H 4.27 1.75 5.40
H -6.54 -0.84 1.34
H 5.58 -0.69 5.92
H -1.07 1.68 -3.65
H -0.38 -2.05 -5.60
H -5.88 -2.39 1.83
H 3.72 1.62 -3.04
H 3.34 -2.92 5.16
H -4.25 -0.09 -3.36
H 1.22 -4.38 0.04
H 5.10 -3.10 4.99
H 2.08 3.54 -4.15
H -0.25 0.58 -2.59
H -2.17 -3.03 -4.11
H 0.18 3.92 -2.19
H 1.56 0.56 -4.22
H -5.04 0.96 0.59
H -1.90 -1.26 -5.56
H 1.81 4.37 0.24
H -2.48 0.51 -1.95
H -3.53 1.28 -3.94
H -0.59 3.36 3.62
H 3.72 1.39 2.86
H -2.79 1.81 0.27
```

Electronic energy ... -58070.772 eV
Charge ... +1
Spin multiplicity ... 1

These are the Mulliken partial charges, in e, on atoms 1 to 6: atom 1 (Cs): 1.631, atom 2 (S): -0.582, atom 3 (N): 0.120, atom 4 (N): -0.442, atom 5 (N): -0.392, atom 6 (N): -0.938



| no. | maximum force (hartree/bohr) |
| --- | --- |
| 1 | 0.05060 |
| 2 | 0.03730 |
| 3 | 0.01471 |
| 4 | 0.02744 |